[1]
{"formula": "C4H5NO2", "method": "ωB97M-V with the def2-TZVPD basis set", "symbols": ["C", "C", "C", "O", "C", "O", "N", "H", "H", "H", "H", "H"], "coordinates": [[1.39, -0.70, 1.24], [0.38, -0.42, 0.42], [0.69, 0.12, -0.93], [-0.49, 0.87, -1.26], [-1.38, 0.42, -0.36], [-2.58, 0.96, -0.51], [-1.02, -0.40, 0.56], [2.30, -0.14, 1.04], [1.39, -1.40, 2.06], [1.63, 0.68, -0.88], [0.80, -0.68, -1.68], [-3.10, 0.70, 0.27]], "de_lowest_kcal_mol": 32.6, "smiles": "C=C1COC(O)=N1", "e_homo_ev": -8.6, "molar_mass_g_mol": 99.089, "homo_lumo_gap_ha": 0.3417}



[2]
{"formula": "C2H2Cl3NO", "method": "ωB97M-V with the def2-TZVPD basis set", "symbols": ["C", "C", "N", "O", "Cl", "Cl", "Cl", "H", "H"], "coordinates": [[-0.16, 0.05, -0.59], [0.61, 0.59, 0.49], [-1.33, -1.33, 0.55], [-2.37, -1.40, 0.05], [0.77, -0.83, -1.80], [1.34, -0.46, 1.64], [1.91, 1.66, -0.30], [-0.83, 0.56, -1.21], [0.04, 1.17, 1.17]], "de_lowest_kcal_mol": 87.5, "e_homo_ev": [-8.7, -9.0], "molar_mass_g_mol": 162.403, "homo_lumo_gap_ha": [0.2902, 0.2932]}